1.
7 unconnected molecules or ions with the total composition C18H51O8S7. Source: the Open Molecules 2025 dataset; level of theory: ωB97M-V with the def2-TZVPD basis set.

Results
Calculated total energy, eV: -111703.3929
HOMO energy, eV: -10.3
Lowest unoccupied orbital energy, Ha: -0.1448
Net charge: +1

Each line ends with the Mulliken charge.
Cartesian coordinates (Å):
1 C -1.0368 3.0929 -3.1702  -0.8611
2 C -1.5557 1.7352 -2.4106  0.6779
3 C -1.4541 0.3601 -3.3030  -0.5160
4 O -2.7433 -0.2827 -3.6022  -0.2617
5 S -3.5629 -0.7860 -2.1947  0.2493
6 C -5.3524 -0.1644 -2.2290  -0.5753
7 C -5.5753 1.1755 -3.1499  -0.3197
8 C -5.9745 2.5316 -2.2683  -0.5597
9 O -5.1317 2.6434 -1.0368  -0.4710
10 H -0.2688 2.8406 -4.0165  0.3339
11 H -2.0071 3.6540 -3.5714  0.2672
12 H -0.5782 3.8305 -2.3544  0.1308
13 H -0.9385 1.5539 -1.4050  -0.2308
14 H -2.6649 1.9700 -2.0366  -0.1368
15 H -0.6838 -0.4369 -2.8734  0.3262
16 H -0.9960 0.6844 -4.3566  0.3094
17 H -3.0262 -0.1866 -1.0212  0.2704
18 H -6.0061 -1.0922 -2.5871  0.3747
19 H -5.7189 0.0721 -1.1231  0.3581
20 H -6.4806 0.9612 -3.8720  0.3733
21 H -4.6641 1.4714 -3.8234  0.2945
22 H -7.1330 2.5763 -2.0070  0.3152
23 H -5.7623 3.4462 -3.0053  0.2701
24 H -5.7028 2.2213 -0.3027  0.3307
25 C 1.7390 7.1311 -0.9227  -0.9832
26 S 1.8176 5.5864 0.0158  0.4844
27 O 1.5185 4.4655 -0.9348  -0.5596
28 C 0.3231 5.8869 0.9899  -0.6495
29 H 2.5675 7.1476 -1.6348  0.3491
30 H 0.7931 7.1903 -1.4665  0.2961
31 H 1.8330 7.9784 -0.2396  0.3722
32 H -0.5342 6.0237 0.3264  0.2801
33 H 0.4639 6.7756 1.6096  0.3738
34 H 0.1482 5.0216 1.6337  0.0614
35 C -1.9938 -5.3430 -2.3805  -0.9058
36 S -3.7121 -4.8352 -2.6304  0.6268
37 O -4.5235 -5.4259 -1.5159  -0.6671
38 C -3.9911 -5.8487 -4.1027  -0.9964
39 H -1.6152 -4.8562 -1.4785  0.2045
40 H -1.9387 -6.4273 -2.2570  0.4124
41 H -1.3928 -5.0319 -3.2381  0.3483
42 H -3.8112 -6.9013 -3.8714  0.3344
43 H -3.3238 -5.5209 -4.9032  0.3322
44 H -5.0282 -5.7202 -4.4216  0.3264
45 C -0.6070 0.5801 3.3070  -0.9053
46 S 0.2425 2.1768 3.2635  0.6509
47 O -0.7868 3.2273 2.9694  -0.6962
48 C 1.1502 1.8605 1.7310  -0.1242
49 H -1.2710 0.5632 4.1745  0.3545
50 H -1.1967 0.4456 2.3970  0.2541
51 H 0.1286 -0.2223 3.3996  0.3062
52 H 0.4505 1.6461 0.9196  -0.1321
53 H 1.8275 1.0155 1.8758  0.1190
54 H 1.7320 2.7511 1.4816  0.1743
55 C 1.5844 -4.7571 0.9496  -0.9878
56 S 2.3123 -4.8280 -0.7051  0.6505
57 O 1.2334 -4.4811 -1.6875  -0.6411
58 C 2.5204 -6.6247 -0.7376  -1.0117
59 H 1.3331 -3.7179 1.1745  0.2205
60 H 0.6770 -5.3648 0.9850  0.3908
61 H 2.3083 -5.1204 1.6827  0.3754
62 H 1.5544 -7.1155 -0.5968  0.3064
63 H 3.2133 -6.9262 0.0515  0.3695
64 H 2.9330 -6.9092 -1.7086  0.3291
65 C 4.8227 0.7584 6.5886  -0.9449
66 S 3.0265 0.7710 6.3737  0.4533
67 O 2.7096 -0.0743 5.1760  -0.5545
68 C 2.9146 2.5027 5.8624  -0.8106
69 H 5.1313 -0.2497 6.8755  0.3269
70 H 5.3131 1.0342 5.6518  0.2905
71 H 5.1008 1.4598 7.3785  0.3693
72 H 3.5242 2.6693 4.9710  0.2722
73 H 3.2561 3.1464 6.6764  0.4221
74 H 1.8707 2.7311 5.6349  0.1855
75 C 5.3390 -0.6012 -0.1577  -0.9018
76 S 5.4176 -2.1459 0.7808  0.4121
77 O 5.1185 -3.2668 -0.1698  -0.5505
78 C 3.9231 -1.8454 1.7548  -0.7947
79 H 6.1675 -0.5847 -0.8698  0.3317
80 H 4.3931 -0.5420 -0.7015  0.2674
81 H 5.4330 0.2461 0.5254  0.3490
82 H 3.0658 -1.7086 1.0914  0.1735
83 H 4.0639 -0.9568 2.3745  0.3779
84 H 3.7482 -2.7107 2.3987  0.3329

---

2.
9 unconnected molecules or ions with the total composition C18H52F6O8P. Source: the Open Molecules 2025 dataset; level of theory: ωB97M-V with the def2-TZVPD basis set.

Results
Calculated total energy, eV: -61491.1742
HOMO energy, eV: -7.5
Lowest unoccupied orbital energy, Ha: 0.0961
Relative energy (zero: lowest compared OMol25 entry of this formula, charge and spin), kJ/mol: 81.2
Net charge: -1

Each line ends with the Mulliken charge.
Cartesian coordinates (Å):
1 P -0.6818 0.4491 0.0245  1.5757
2 F -1.8966 1.5092 -0.2220  -0.5824
3 F -0.0796 0.8408 -1.4155  -0.2073
4 F 0.1859 1.5641 0.7738  -0.1659
5 F 0.4848 -0.6478 0.2389  -0.4940
6 F -1.3788 -0.1029 1.3890  -0.5284
7 F -1.6104 -0.7059 -0.7062  -0.2308
8 C -3.7814 5.1258 -1.0140  -1.1936
9 C -2.2895 4.8178 -0.9125  -0.0126
10 O -2.0565 4.2801 0.3778  -0.5202
11 H -4.1106 5.9237 -0.3424  0.3038
12 H -4.3674 4.2513 -0.7336  0.2775
13 H -4.1346 5.4897 -1.9863  0.3599
14 H -1.6496 5.6926 -1.0639  0.2955
15 H -1.9015 4.1561 -1.6944  0.1820
16 H -2.1532 3.3206 0.3724  0.3599
17 C -0.7265 1.0753 5.5643  -1.3232
18 C -0.5246 0.7125 4.1205  0.3768
19 O 0.8635 1.0194 3.7930  -0.6321
20 H -0.0371 0.5229 6.2079  0.3023
21 H -1.7665 0.8600 5.8315  0.3527
22 H -0.5190 2.1182 5.8053  0.3176
23 H -1.1803 1.3102 3.4822  0.1852
24 H -0.6756 -0.3416 3.8792  0.0713
25 H 0.8432 1.2170 2.8453  0.3182
26 C 1.7058 4.3629 0.2902  -0.7634
27 C 1.1057 5.3148 1.3054  -0.0843
28 O 2.0023 6.3999 1.6478  -0.5696
29 H 2.1377 4.8449 -0.5938  0.3317
30 H 1.0284 3.6597 -0.1948  0.1016
31 H 2.4640 3.7893 0.8261  0.3413
32 H 1.0228 4.7340 2.2252  0.0482
33 H 0.1771 5.7688 0.9627  0.2334
34 H 1.5996 7.2033 1.3184  0.3334
35 O -2.4747 1.0117 -3.0930  -0.7128
36 H -1.6648 0.7016 -2.6686  0.2084
37 H -3.1516 0.8932 -2.4196  0.3653
38 C -2.1319 -3.8469 1.6325  -1.0640
39 C -3.4214 -3.1854 1.1538  1.0334
40 C -4.6371 -3.9380 1.7551  -1.6986
41 O -3.5211 -1.8679 1.6510  -0.6508
42 H -1.6151 -3.3335 2.4450  0.2250
43 H -1.3975 -3.8247 0.8131  0.0991
44 H -2.1177 -4.9133 1.8749  0.4327
45 H -3.5135 -3.2281 0.0660  0.1458
46 H -5.5296 -3.4506 1.3570  0.4014
47 H -4.5106 -3.8922 2.8357  0.3886
48 H -4.7469 -4.9845 1.4643  0.3899
49 H -2.8245 -1.3790 1.1853  0.1733
50 C -0.6033 -2.2072 -4.0486  -0.8877
51 C -0.3486 -3.2357 -3.0016  0.4632
52 C 0.9852 -3.0197 -2.2808  -1.0479
53 O -1.4225 -3.2521 -2.0567  -0.5437
54 H -0.7081 -1.2064 -3.6229  -0.0311
55 H -1.4255 -2.4561 -4.7187  0.3188
56 H 0.2587 -2.0758 -4.7200  0.3495
57 H -0.2968 -4.2109 -3.4983  0.3191
58 H 1.7828 -3.2660 -2.9846  0.4732
59 H 1.0512 -3.6573 -1.3980  0.2548
60 H 1.0869 -1.9960 -1.9129  0.0411
61 H -1.3061 -2.4708 -1.4938  0.2471
62 C 4.0479 -3.4108 1.5950  -1.2375
63 C 3.0796 -3.6344 2.7947  0.4407
64 C 1.6508 -3.6825 2.2958  -0.9650
65 O 3.4353 -4.9221 3.3286  -0.5758
66 H 5.0480 -3.1861 1.9655  0.3913
67 H 3.6712 -2.5782 0.9959  0.2500
68 H 4.0388 -4.3222 1.0036  0.3255
69 H 3.2140 -2.8657 3.5568  0.2574
70 H 0.9839 -3.7295 3.1618  0.3474
71 H 1.3990 -4.6345 1.8196  0.4056
72 H 1.4707 -2.8645 1.6055  0.0884
73 H 4.3331 -4.9555 3.6596  0.2999
74 C 3.7991 1.5229 -2.9076  -1.3512
75 C 2.7677 1.9125 -3.9254  0.4407
76 C 2.3117 0.7300 -4.7950  -0.7138
77 O 1.6093 2.3624 -3.2109  -0.5350
78 H 4.7220 1.1828 -3.3996  0.4186
79 H 3.5214 0.6604 -2.2942  0.2716
80 H 4.0462 2.3444 -2.2369  0.3154
81 H 3.0919 2.7622 -4.5276  0.2676
82 H 1.7616 0.0887 -4.0949  -0.1550
83 H 3.1204 0.1135 -5.1890  0.3810
84 H 1.5413 0.9832 -5.5210  0.3283
85 H 1.4396 1.8785 -2.3984  0.2506

---

Which value of HOMO energy does entry 2 give?
-7.5 eV